A 2-piece molecular cluster, C20H13BrF4O2S overall at a distorted geometry, computed with wB97M-V/def2-TZVPD.

Results
Highest occupied orbital energy (eV): -7.3
Strongest force on any atom (Eh/bohr): 0.04545
Gap between HOMO and LUMO (eV): 4.06
Energy relative to the best compared isomer or geometry (same formula, charge and spin) (kcal/mol): 65.95
Lowest unoccupied orbital energy (eV): -3.22

Element x y z (Å)
F -3.6095 -0.5461 -3.9690
C -2.6646 0.3958 -3.6090
C -1.8323 0.9009 -4.6056
C -0.8820 1.8439 -4.2029
F -0.0694 2.4113 -5.1557
C -0.6960 2.1998 -2.8868
C -1.5016 1.6103 -1.8678
C -1.1407 1.9557 -0.5476
C -1.8745 1.7841 0.6371
C -1.4668 2.6136 1.7252
C -2.1094 2.5226 2.9393
F -1.6670 3.3108 3.9750
C -3.1534 1.6242 3.1780
C -3.5605 0.8430 2.1008
F -4.5961 -0.0505 2.2995
C -2.9366 0.8652 0.8620
C -2.5504 0.7420 -2.2700
H -1.9226 0.5919 -5.6410
H 0.0453 2.9377 -2.5845
H -0.2225 2.5468 -0.4518
H -0.6610 3.3212 1.5472
H -3.6168 1.5419 4.1560
H -3.2601 0.1768 0.0941
H -3.2703 0.3522 -1.5643
Br 0.3414 -1.8845 -1.3860
C 0.4553 -0.5687 -0.0807
S 1.1837 -1.0323 1.4093
C 2.6914 -2.0104 1.2105
C 2.6215 -3.4032 1.1260
C 3.7961 -4.1565 1.0359
C 5.0434 -3.5208 1.0116
C 5.1091 -2.1252 1.1029
C 3.9386 -1.3707 1.2042
O 1.6676 0.1935 2.0126
O 0.2921 -1.8934 2.1510
H 0.6669 0.4320 -0.4119
H 1.6540 -3.8968 1.1562
H 3.7356 -5.2448 0.9874
H 5.9587 -4.1068 0.9144
H 6.0739 -1.6181 1.1004
H 3.9895 -0.2886 1.2977

C20H13F2N3ORh as an isolated structure at a distorted geometry, computed with wB97M-V/def2-TZVPD.

Results
Highest occupied orbital energy (alpha / beta) (eV): -10.9 / -11.3
Net charge: +1
Strongest force on any atom (Eh/bohr): 0.05428
Gap between HOMO and LUMO (alpha / beta) (eV): 7.67 / 4.97
Multiplicity: 5
Lowest unoccupied orbital energy (alpha / beta) (eV): -3.28 / -6.29

Element x y z (Å)
Rh -0.5337 -0.3996 -1.5848
O 1.5512 -0.6893 -2.0703
C 2.5706 -1.0847 -1.3751
C 3.8666 -1.0839 -1.9860
C 5.0168 -1.3958 -1.3395
C 4.9988 -1.9149 -0.0105
C 3.7352 -2.0769 0.5338
C 2.5385 -1.6106 -0.0096
C 1.3308 -1.7470 0.7034
N 0.1219 -1.3044 0.3123
C -0.7987 -1.5680 1.3274
C -0.1272 -2.3131 2.2412
N 1.1938 -2.3814 1.9167
H 3.8998 -0.8164 -3.0436
H 5.9353 -1.3599 -1.9618
H 5.8643 -2.2711 0.5273
H 3.5349 -2.5751 1.5087
H -1.8694 -1.3835 1.2050
H -0.5751 -2.8764 3.0794
H 1.8628 -3.0293 2.2537
F -5.5233 -1.8266 -0.1373
C -4.6453 -0.8423 -0.3236
C -3.5132 -0.9202 -1.1256
C -2.5759 0.1005 -1.1557
C -2.6596 1.1812 -0.1940
C -3.9270 1.3129 0.4401
F -4.2072 2.3775 1.1865
C -4.8605 0.2736 0.4491
C -1.5972 2.1856 -0.1478
C -1.6871 3.5160 0.2573
C -0.5432 4.2924 0.3417
C 0.6620 3.7748 -0.0817
C 0.6886 2.4968 -0.5506
N -0.4016 1.7280 -0.5571
H -3.4586 -1.7977 -1.7772
H -5.7948 0.3961 0.9430
H -2.6321 3.9130 0.4515
H -0.5699 5.3630 0.7147
H 1.5713 4.3649 0.0511
H 1.5572 1.9918 -1.0121

C20H14Br2F3N7PtS2 as an isolated structure at a distorted geometry, computed with wB97M-V/def2-TZVPD.

Results
Highest occupied orbital energy (alpha / beta) (eV): -13.3 / -13.3
Net charge: +2
Strongest force on any atom (Eh/bohr): 0.04766
Gap between HOMO and LUMO (alpha / beta) (eV): 4.65 / 4.62
Lowest unoccupied orbital energy (alpha / beta) (eV): -8.66 / -8.66

Element x y z (Å)
Pt -0.0910 0.2736 0.2714
S -0.2066 -0.8270 2.6761
C -1.4730 -1.6994 1.9721
N -1.7039 -1.5781 0.6857
C -2.7652 -2.2981 0.2708
C -3.2831 -2.3655 -1.0278
C -4.3796 -3.1579 -1.2641
C -4.9832 -3.8910 -0.2241
C -4.5086 -3.8316 1.0689
C -3.3967 -3.0401 1.3252
S -2.5872 -2.7768 2.8265
H -2.8195 -1.7964 -1.8142
H -4.7917 -3.2225 -2.2593
H -5.8360 -4.5132 -0.4402
H -4.9852 -4.3833 1.8641
Br 6.7298 -0.7121 -0.2491
C 4.9014 -0.4028 0.1324
C 4.1166 -1.4169 0.6777
C 2.7725 -1.1707 0.8788
N 2.2094 0.0032 0.6142
C 2.9712 1.0065 0.1513
C 4.3243 0.8369 -0.1201
C 2.3034 2.2989 -0.0684
C 2.9810 3.5130 -0.0008
C 2.2692 4.6897 -0.2140
Br 3.1042 6.3675 0.0288
C 0.9230 4.6123 -0.5691
C 0.3279 3.3658 -0.5984
N 0.9899 2.2524 -0.3163
H 4.5389 -2.3759 0.9307
H 2.1260 -1.9451 1.2700
H 4.9060 1.6420 -0.5427
H 4.0275 3.5543 0.2550
H 0.3508 5.4991 -0.7880
H -0.7158 3.2562 -0.8632
N -5.8921 3.6343 1.2395
C -4.7004 3.1927 1.6188
N -4.2058 3.5358 2.8138
N -4.0381 2.4144 0.7830
C -2.8968 1.9049 0.7933
N -1.8462 1.4099 0.6589
H -6.4459 4.2362 1.8262
H -6.2577 3.3843 0.3344
H -4.7063 4.1302 3.4547
H -3.3032 3.1971 3.0965
F -0.6927 -0.8960 -2.3681
C 0.3784 -0.8304 -1.5535
F 1.3548 -0.2083 -2.2511
F 0.8028 -2.0936 -1.3524

C20H14Br3MnNO8S as an isolated structure, computed with wB97M-V/def2-TZVPD.

Results
Highest occupied orbital energy (alpha / beta) (eV): -2.3 / -1.4
Net charge: -2
Strongest force on any atom (Eh/bohr): 0.00306
Gap between HOMO and LUMO (alpha / beta) (eV): 5.99 / 5.16
Energy relative to the best compared isomer or geometry (same formula, charge and spin) (kcal/mol): 2.80
Multiplicity: 2
Lowest unoccupied orbital energy (alpha / beta) (eV): 3.73 / 3.73

Element x y z (Å)
Mn 0.4307 -0.9777 0.7414
Br 3.3916 0.8486 -3.1124
C 3.7823 0.5484 -1.2803
C 5.0734 0.8203 -0.8222
C 5.4216 0.5900 0.4809
Br 7.2029 0.9935 1.0379
C 4.4923 0.0486 1.4003
C 4.7452 -0.2550 2.7568
C 3.7468 -0.8002 3.5143
C 2.4896 -1.0591 2.9457
N 2.2231 -0.7782 1.6862
C 3.1967 -0.2232 0.9172
C 2.7779 0.0470 -0.4423
O 1.5762 -0.2088 -0.7732
H 5.8028 1.2188 -1.5142
H 5.7216 -0.0538 3.1768
H 3.9070 -1.0405 4.5570
H 1.6938 -1.5090 3.5232
O -1.1891 0.8390 3.9029
C -0.7139 0.1148 3.0411
O -0.1847 0.5056 1.9318
C -0.7025 -1.4491 3.2256
O -0.9945 -1.9521 4.3018
O -0.3302 -2.0920 2.1718
C -1.1372 2.4495 -4.1126
S -0.3279 1.7206 -2.6663
C -0.3857 0.0346 -3.2693
O -1.3147 1.8493 -1.5626
H -2.1219 1.9939 -4.2228
H -0.5263 2.2819 -5.0007
H -1.2390 3.5171 -3.9242
H 0.2430 -0.0315 -4.1589
H -1.4184 -0.2442 -3.4806
H 0.0141 -0.5980 -2.4808
Br -6.9058 1.3400 1.2214
C -5.3936 0.3994 0.5163
C -4.1232 0.7558 0.9253
C -3.0359 0.0672 0.4013
C -3.2250 -0.9641 -0.5091
C -4.5164 -1.2941 -0.9064
C -5.6145 -0.6188 -0.3959
C -2.0578 -1.7370 -1.1055
O -2.2884 -2.4574 -2.0843
O -0.9228 -1.5773 -0.5644
H -3.9677 1.5511 1.6411
H -2.0360 0.3531 0.6960
H -4.6380 -2.0914 -1.6280
H -6.6215 -0.8757 -0.6971

| no. | electronic energy (Ha) |
| --- | --- |
| 1 | -4291.9025 |
| 2 | -1319.3953 |
| 3 | -7516.5983 |
| 4 | -10698.6250 |